The following is a quantum chemistry calculation of C13H25Br9O8S2 as an isolated structure, from OMol25.

The geometry in XYZ format:
```
57
Properties=species:S:1:pos:R:3
O 7.372 15.060 3.304
C 6.971 14.075 4.008
O 5.908 13.265 3.583
C 5.512 12.378 4.635
C 6.435 12.561 5.719
C 7.535 13.595 5.344
H 5.470 11.348 4.283
H 4.541 12.691 5.018
H 7.009 11.644 5.849
H 5.960 12.810 6.669
H 8.526 13.153 5.242
H 7.486 14.432 6.040
O 4.377 14.473 -5.652
S 4.836 13.883 -4.380
O 4.310 14.361 -3.076
O 4.931 12.221 -4.438
C 5.508 11.548 -3.316
C 4.963 10.162 -3.260
C 6.735 14.352 -4.175
H 5.209 12.034 -2.387
H 6.586 11.487 -3.465
H 3.881 10.275 -3.328
H 5.040 9.680 -2.285
H 5.317 9.560 -4.097
H 7.273 13.715 -4.878
H 7.016 14.017 -3.177
H 6.782 15.438 -4.252
O 1.611 18.299 -2.602
S 0.628 17.335 -2.063
O -0.007 17.738 -0.776
O -0.398 16.831 -3.205
C -1.447 17.755 -3.501
C -1.731 17.601 -4.982
C 1.487 15.721 -1.727
H -1.143 18.743 -3.154
H -2.261 17.547 -2.806
H -2.648 18.076 -5.329
H -1.700 16.526 -5.164
H -0.864 17.915 -5.563
H 2.000 15.961 -0.795
H 2.260 15.451 -2.446
H 0.746 14.922 -1.715
C 3.459 13.497 1.175
Br 2.579 12.374 2.572
Br 3.178 15.418 1.464
Br 3.002 12.716 -0.619
H 4.532 13.378 1.322
C 6.670 15.845 0.030
Br 6.580 13.872 -0.180
Br 5.554 16.683 -1.395
Br 8.548 16.431 0.253
H 6.237 16.066 1.005
C -0.283 10.870 -0.527
Br -1.510 10.589 0.982
Br -1.001 12.545 -1.487
Br -0.241 9.141 -1.511
H 0.658 11.092 -0.023
```

HOMO (Eh): -0.3734

The following is a quantum chemistry calculation of an isolated ion of composition C5H16N5 and charge +1, from OMol25.

The geometry in XYZ format:
```
26
Properties=species:S:1:pos:R:3
N -1.017 1.283 0.424
C -2.071 0.666 -0.290
C -1.905 -0.876 0.045
C -0.558 -1.318 -0.618
C 0.761 -0.793 -0.086
N 1.872 -1.253 -0.860
N 0.865 -1.157 1.274
C 0.843 0.723 -0.109
N 1.560 1.287 0.920
N 0.938 1.375 -1.343
H -0.975 2.236 0.303
H -0.982 1.205 1.445
H -2.052 0.800 -1.361
H -3.038 1.021 0.005
H -2.756 -1.570 -0.157
H -1.649 -0.783 1.122
H -0.684 -2.427 -0.564
H -0.660 -1.102 -1.694
H 2.118 -2.277 -0.679
H 2.694 -0.722 -0.436
H 0.114 -0.745 1.952
H 0.964 -2.098 1.471
H 1.586 0.981 1.891
H 1.611 2.359 0.790
H 1.288 0.865 -2.148
H 1.134 2.319 -1.298
```

SMILES: NCCCC(N)(N)C(N)=[NH2+]
HOMO (Eh): -0.4914
Total charge: +1

Record-wise gap between HOMO and LUMO values, in eV: 9.5136; 10.4639
Record-wise E_LUMO values, in eV: -0.65; -2.91
Record-wise F_max values, in eV/A: 5.5; 4.9